No. 1
Here is C43H29BaF3N3PSe4 as an isolated structure from the Open Molecules 2025 dataset. Energies are from ωB97M-V/def2-TZVPD.

```
84
Properties=species:S:1:pos:R:3:lowdin_charge:R:1
Ba 0.231 0.288 -0.965 1.346
C 6.190 -2.200 3.492 -0.106
C 5.125 -2.938 2.960 -0.122
C 4.026 -2.317 2.366 -0.094
C 4.001 -0.889 2.297 -0.359
C 5.163 -0.150 2.625 -0.102
C 6.226 -0.806 3.219 -0.104
P 2.486 -0.066 1.685 0.969
C 3.100 1.350 0.766 -0.453
C 2.616 2.611 1.121 -0.166
C 2.893 3.727 0.337 -0.189
C 3.628 3.583 -0.848 -0.160
C 4.145 2.375 -1.200 -0.131
C 4.080 1.184 -0.319 -0.386
C 1.657 0.490 3.158 -0.337
C 2.245 0.458 4.411 -0.081
C 1.564 0.929 5.563 -0.094
C 0.250 1.353 5.471 -0.063
C -0.389 1.350 4.211 -0.179
C -1.778 1.681 4.079 -0.075
C -2.340 1.753 2.848 -0.119
C -1.579 1.460 1.689 -0.208
C -0.315 0.971 1.793 -0.276
C 0.314 0.956 3.030 -0.268
H 7.005 -2.661 4.062 0.088
H 5.125 -4.035 3.043 0.093
H 3.152 -2.860 2.014 0.087
H 5.189 0.921 2.497 0.106
H 7.103 -0.249 3.549 0.091
H 2.001 2.758 2.011 0.095
H 2.464 4.698 0.638 0.067
H 3.729 4.445 -1.510 0.093
H 4.653 2.260 -2.151 0.091
H 5.140 1.039 0.008 0.132
H 3.246 0.064 4.490 0.082
H 2.073 0.921 6.525 0.086
H -0.277 1.741 6.345 0.097
H -2.324 1.923 4.996 0.096
H -3.379 2.023 2.755 0.083
H -2.081 1.645 0.742 0.044
Se -3.099 0.071 -4.995 -0.350
Se -1.150 0.448 -6.103 -0.294
Se 0.544 -0.564 -4.658 -0.296
Se 1.742 1.119 -3.668 -0.295
N -7.517 1.595 -0.648 0.165
C -8.800 1.406 -0.172 -0.201
C -9.927 2.195 -0.199 -0.038
C -11.078 1.699 0.434 -0.114
C -11.037 0.487 1.112 -0.120
C -9.892 -0.310 1.155 -0.028
C -8.758 0.150 0.505 -0.232
N -7.488 -0.390 0.436 0.172
C -6.767 0.486 -0.257 -0.255
C -5.398 0.261 -0.629 -0.130
C -4.687 -0.853 -0.091 -0.002
C -3.330 -0.968 -0.326 -0.132
N -2.639 -0.117 -1.135 -0.067
C -3.346 0.904 -1.724 -0.203
C -4.686 1.149 -1.475 -0.002
H -7.222 2.382 -1.219 0.157
H -9.890 3.166 -0.721 0.112
H -12.020 2.271 0.379 0.101
H -11.906 0.111 1.670 0.098
H -9.829 -1.271 1.655 0.108
H -5.257 -1.560 0.528 0.111
H -2.725 -1.700 0.224 0.115
H -2.750 1.520 -2.391 0.068
H -5.193 1.988 -1.944 0.106
F 6.688 -5.187 -5.989 0.122
C 5.513 -4.554 -6.204 -0.539
F 5.673 -3.881 -7.407 0.089
F 4.594 -5.536 -6.426 0.109
C 5.101 -3.632 -5.125 -0.141
C 4.184 -4.007 -4.137 -0.005
C 3.838 -3.127 -3.103 -0.017
C 4.377 -1.854 -2.976 -0.238
C 5.284 -1.510 -3.960 -0.022
C 5.660 -2.350 -5.000 -0.008
C 4.002 -0.915 -1.963 -0.003
C 3.779 0.027 -1.213 -0.062
H 3.735 -4.999 -4.103 0.116
H 3.179 -3.453 -2.302 0.116
H 5.711 -0.500 -3.902 0.128
H 6.428 -1.985 -5.729 0.132
```

Calculated values
total charge: -2
molar mass: 1128.86 g/mol
LUMO level: 2.9 eV
DFT total energy: -329052.8457 eV
gap between HOMO and LUMO: 3.65 eV
energy above the lowest of the compared OMol25 structures with the same formula, charge and spin: 8.4 kcal/mol

=====

No. 2
Here is C43H29Cl3F3O2PSbZr as an isolated structure from the Open Molecules 2025 dataset. Energies are from ωB97M-V/def2-TZVPD.

```
83
Properties=species:S:1:pos:R:3:lowdin_charge:R:1
Zr 0.304 0.079 0.437 1.437
Cl 2.763 0.051 -0.731 0.702
C 3.510 1.671 -0.515 -0.554
C 4.882 1.745 -0.494 -0.061
C 5.450 3.011 -0.366 -0.012
C 4.651 4.139 -0.271 -0.015
C 3.266 4.027 -0.303 -0.033
C 2.671 2.775 -0.429 -0.388
P 0.891 2.527 -0.513 0.991
C 0.453 2.233 -2.233 -0.389
C 1.386 2.354 -3.263 -0.061
C 1.002 2.082 -4.567 -0.029
C -0.300 1.682 -4.844 -0.025
C -1.231 1.556 -3.821 -0.044
C -0.859 1.824 -2.513 -0.116
C 0.048 3.963 0.146 -0.373
C -0.772 4.750 -0.660 -0.058
C -1.410 5.854 -0.110 -0.036
C -1.227 6.169 1.228 -0.031
C -0.403 5.386 2.033 -0.049
C 0.230 4.278 1.498 -0.110
H 5.498 0.860 -0.574 0.126
H 6.528 3.103 -0.341 0.133
H 5.106 5.116 -0.174 0.131
H 2.644 4.910 -0.231 0.126
H 2.398 2.679 -3.056 0.115
H 1.717 2.192 -5.370 0.126
H -0.593 1.479 -5.866 0.127
H -2.248 1.265 -4.047 0.118
H -1.600 1.762 -1.724 0.079
H -0.901 4.517 -1.709 0.112
H -2.039 6.475 -0.732 0.125
H -1.717 7.037 1.648 0.125
H -0.247 5.652 3.069 0.121
H 0.894 3.682 2.118 0.109
Cl -6.041 2.208 3.613 0.802
C -4.725 1.660 2.671 -0.634
C -4.954 1.212 1.364 -0.034
C -3.915 0.757 0.564 -0.555
Cl -4.222 0.229 -1.042 0.802
C -2.620 0.732 1.063 -0.290
O -1.601 0.283 0.305 -0.305
C -2.379 1.196 2.377 -0.117
C -1.071 1.275 2.900 -0.074
O -0.019 0.936 2.279 -0.182
C -3.444 1.661 3.178 0.003
H -5.963 1.224 0.971 0.134
H -0.930 1.674 3.907 0.169
H -3.254 2.018 4.182 0.138
F -5.178 -5.608 -0.731 0.126
C -4.015 -4.976 -0.735 -0.256
C -3.861 -3.869 -1.552 0.021
C -2.645 -3.206 -1.546 -0.130
C -1.612 -3.662 -0.728 -0.417
C -1.788 -4.783 0.087 -0.125
C -3.002 -5.446 0.088 0.032
Sb 0.220 -2.656 -0.753 1.550
C 0.405 -2.232 1.397 -0.500
C 1.656 -1.968 1.992 -0.157
C 1.766 -1.718 3.355 0.045
C 0.612 -1.752 4.124 -0.253
F 0.703 -1.519 5.419 0.142
C -0.639 -2.020 3.580 0.038
C -0.739 -2.241 2.217 -0.114
C 1.729 -4.062 -1.109 -0.393
C 1.370 -5.385 -1.362 -0.097
C 2.354 -6.326 -1.613 0.037
C 3.677 -5.922 -1.603 -0.255
F 4.619 -6.820 -1.844 0.128
C 4.057 -4.610 -1.365 0.025
C 3.069 -3.671 -1.124 -0.135
H -4.682 -3.554 -2.182 0.135
H -2.508 -2.345 -2.189 0.091
H -0.988 -5.147 0.722 0.117
H -3.173 -6.320 0.702 0.139
H 2.567 -2.024 1.402 0.093
H 2.721 -1.538 3.829 0.146
H -1.501 -2.072 4.233 0.147
H -1.709 -2.461 1.784 0.116
H 0.332 -5.689 -1.379 0.099
H 2.111 -7.360 -1.818 0.141
H 5.105 -4.347 -1.386 0.135
H 3.360 -2.641 -0.966 0.051
```

Calculated values
total charge: +3
molar mass: 985.01 g/mol
LUMO level: -10.1 eV
DFT total energy: -111959.6881 eV
gap between HOMO and LUMO: 6.01 eV
energy above the lowest of the compared OMol25 structures with the same formula, charge and spin: 0.0 kcal/mol